[1]
Density functional theory data (ωB97M-V/def2-TZVPD) for a structure of composition C30H40AsCoN6SeSi3.

Positions of all 82 atoms, in Å:
Co 1.4898 -0.2940 -0.1420
N -0.3120 9.6836 0.7250
C -0.1388 8.5534 0.6244
C 0.0755 7.1363 0.4999
C 1.1966 6.5500 1.0817
C 1.3920 5.1854 0.9707
C 0.4827 4.4001 0.2622
C -0.6285 4.9970 -0.3317
C -0.8401 6.3581 -0.2039
C 0.7138 2.9428 0.1313
C 0.8680 2.3971 -1.1397
C 0.8695 3.0607 -2.3851
C 1.0234 2.0973 -3.3650
C 1.1475 0.8756 -2.6961
N 1.0585 1.0383 -1.3667
C 0.8031 2.1676 1.2925
C 0.7071 2.6115 2.6258
C 1.0454 1.5487 3.4459
C 1.3217 0.4798 2.5972
N 1.1701 0.8205 1.3062
H 1.9080 7.1646 1.6157
H 2.2681 4.7302 1.4139
H -1.3435 4.3938 -0.8746
H -1.7096 6.8230 -0.6473
H 0.7777 4.1254 -2.5249
H 1.0671 2.2447 -4.4313
H 1.2939 -0.1049 -3.1250
H 0.4392 3.6093 2.9316
H 1.1032 1.5386 4.5215
H 1.6407 -0.5061 2.8743
C -2.3345 -0.0985 2.5411
Si -1.6574 -1.7443 2.0125
C -2.9508 -3.0479 1.7102
C -0.4667 -2.4930 3.2391
As -0.6654 -1.3039 -0.1698
Si -2.3814 -0.0988 -1.4230
C -3.9942 -0.8778 -0.9200
C -2.0731 -0.3644 -3.2361
C -2.3435 1.6961 -0.9578
Si -0.4006 -3.4093 -1.3444
C 0.5043 -3.0882 -2.9380
C -2.1237 -4.0192 -1.6902
C 0.5257 -4.5732 -0.2216
H -2.7735 -0.1809 3.5388
H -3.1180 0.2502 1.8662
H -1.5504 0.6590 2.5832
H -3.5191 -3.1519 2.6399
H -2.4894 -4.0172 1.5117
H -3.6592 -2.8239 0.9177
H -1.0840 -2.9295 4.0303
H 0.1933 -1.7751 3.7191
H 0.1136 -3.3112 2.8107
H -4.0329 -1.9504 -1.1059
H -4.7678 -0.4135 -1.5398
H -4.2576 -0.6832 0.1194
H -2.1975 -1.4029 -3.5437
H -1.0932 -0.0103 -3.5523
H -2.8207 0.2223 -3.7793
H -2.1003 1.8632 0.0931
H -3.3349 2.1180 -1.1447
H -1.6260 2.2329 -1.5770
H -0.0509 -2.4074 -3.5847
H 0.6118 -4.0353 -3.4741
H 1.5002 -2.6829 -2.7749
H -2.6708 -3.3520 -2.3565
H -2.7126 -4.1697 -0.7869
H -2.0433 -4.9867 -2.1942
H 1.5746 -4.2971 -0.1061
H 0.5000 -5.5778 -0.6519
H 0.0687 -4.6339 0.7676
Se 4.2981 -1.5952 -2.5979
N 5.1681 -2.6761 -1.5282
C 4.5232 -2.7300 -0.3751
C 4.8576 -3.4748 0.7945
C 4.0201 -3.3525 1.8607
C 2.8755 -2.4998 1.8158
N 2.5257 -1.8041 0.7632
C 3.3396 -1.9434 -0.3274
N 3.0002 -1.2717 -1.4101
H 5.7397 -4.1005 0.8173
H 4.2135 -3.8888 2.7787
H 2.2498 -2.4219 2.6944

Forces on atoms 1 to 6 (eV/Å):
0.0 0.2 0.0
0.0 0.0 0.0
0.0 0.0 0.0
0.0 0.0 0.0
0.0 0.0 0.0
0.0 0.0 0.0

Properties
* total charge: +2
* highest occupied orbital energy (spin up / spin down): -13.41 / -13.41 eV
* gap between HOMO and LUMO (spin up / spin down): 5.79 / 5.92 eV
* relative energy (zero: lowest compared OMol25 entry of this formula, charge and spin): 0.0 kcal/mol
* lowest unoccupied orbital energy (spin up / spin down): -7.62 / -7.49 eV
* calculated total energy: -8383.73059 Ha

[2]
Density functional theory data (ωB97M-V/def2-TZVPD) for the ion C2H6N3 with charge +1 at a distorted geometry.

Positions of all 11 atoms, in Å:
C -0.1394 0.1351 1.2892
C 0.9280 -0.0632 -1.0108
N -2.5476 -0.0311 -1.0614
N -1.5356 -0.1164 -0.6168
N -0.2087 0.1750 -0.1653
H -1.0117 0.3737 1.7360
H 0.0005 -0.9392 1.7277
H 0.7984 0.7526 1.5771
H 1.6508 -0.9252 -0.7484
H 0.5195 -0.1125 -1.9657
H 1.5459 0.7511 -0.7615

Forces on atoms 1 to 6 (eV/Å):
4.5 -2.7 0.5
1.3 -2.3 1.3
1.1 -0.3 0.7
2.4 0.7 -0.2
-3.9 -0.2 0.9
-2.7 1.8 1.2

Properties
* total charge: +1
* highest occupied orbital energy: -15.78 eV
* gap between HOMO and LUMO: 10.17 eV
* relative energy (zero: lowest compared OMol25 entry of this formula, charge and spin): 100.3 kcal/mol
* lowest unoccupied orbital energy: -5.61 eV
* calculated total energy: -243.67507 Ha
* structure (SMILES): CN(C)[N+]#N

[3]
Density functional theory data (ωB97M-V/def2-TZVPD) for a cluster of 2 separate species, C2H4N2S in total at a distorted geometry.

Positions of all 9 atoms, in Å:
C 1.2568 2.6786 -0.1834
C -0.3329 -0.9658 0.5609
N 0.3016 2.7533 -0.8078
N -0.8292 -0.2287 -0.4243
S -0.6575 -2.6132 0.3952
H 2.2224 2.6920 0.3348
H -1.0628 0.6812 -0.0275
H -1.3659 -0.5025 -1.2917
H 0.0682 -3.0642 1.2720

Forces on atoms 1 to 6 (eV/Å):
1.2 0.3 0.3
0.1 0.3 0.2
-0.2 -0.1 0.1
-1.1 0.6 0.1
-2.4 0.3 -3.6
-1.0 -0.2 -0.4

Properties
* highest occupied orbital energy: -8.22 eV
* gap between HOMO and LUMO: 9.30 eV
* relative energy (zero: lowest compared OMol25 entry of this formula, charge and spin): 59.5 kcal/mol
* lowest unoccupied orbital energy: 1.08 eV
* calculated total energy: -586.19954 Ha

[4]
Density functional theory data (ωB97M-V/def2-TZVPD) for the ion C3H2NO4 with charge -1 at a distorted geometry.

Positions of all 10 atoms, in Å:
C 2.1914 0.7299 -0.0311
C 2.2746 0.0217 -2.5517
C -0.0206 -0.0038 0.1884
N 1.2393 -0.2485 0.1726
O 3.0698 -0.6601 -3.1655
O 2.8835 0.6365 -1.1095
O 1.0983 0.3509 -2.6181
O 2.4149 1.4961 0.8818
H -0.6613 -0.7054 0.7431
H -0.3479 0.7796 -0.5476

Forces on atoms 1 to 6 (eV/Å):
0.4 -0.2 -1.0
-1.3 -1.0 0.0
2.0 -0.2 -1.6
-2.5 -0.6 2.1
-0.1 1.2 1.0
1.2 0.0 -1.4

Properties
* total charge: -1
* highest occupied orbital energy: -5.71 eV
* gap between HOMO and LUMO: 9.71 eV
* relative energy (zero: lowest compared OMol25 entry of this formula, charge and spin): 8.4 kcal/mol
* lowest unoccupied orbital energy: 4.00 eV
* calculated total energy: -471.30670 Ha
* structure (SMILES): C=NC(=O)OC(=O)[O-]